Density functional theory data (ωB97M-V/def2-TZVPD) for a molecular structure, C22H37AlCl14F5NO2P at a distorted geometry.

Output
E_LUMO (eV): 1.95
Frontier orbital gap (eV): 7.04
Highest occupied orbital energy (eV): -5.09

Structure (ORCA input):
```
! wB97M-V def2-TZVPD RIJCOSX def2/J DEFGRID3
* xyz -1 1
N -2.718 1.620 0.776
P -2.408 0.282 0.017
O -1.901 0.616 -1.527
O -3.809 -0.597 -0.212
Al -0.862 -0.965 1.339
C 0.546 -1.985 0.206
F 0.513 -3.358 0.368
F 1.820 -1.625 0.641
C 0.432 -1.655 -1.242
C -0.442 -2.381 -2.043
C -0.616 -2.004 -3.363
C 0.065 -0.911 -3.876
C 0.946 -0.210 -3.078
C 1.698 0.962 -3.610
F 2.987 0.656 -3.852
F 1.201 1.446 -4.742
F 1.736 1.985 -2.741
C 1.137 -0.573 -1.753
H -2.497 2.412 0.182
H -2.626 0.895 -2.096
H -3.978 -0.694 -1.157
H -0.147 0.035 2.353
H -1.719 -2.075 2.135
H -0.984 -3.215 -1.635
H -1.310 -2.549 -3.981
H -0.108 -0.618 -4.894
H 1.796 -0.030 -1.100
Cl -7.182 -1.402 2.805
C -6.840 -0.255 1.480
C -8.085 0.107 0.716
Cl -8.725 -1.261 -0.240
H -6.085 -0.697 0.835
H -6.416 0.639 1.934
H -7.856 0.905 0.011
H -8.877 0.444 1.380
Cl -0.669 5.566 0.710
C 1.009 5.164 0.260
C 1.133 3.765 -0.287
Cl 0.859 2.528 0.959
H 1.631 5.300 1.140
H 1.313 5.883 -0.500
H 2.140 3.614 -0.674
H 0.425 3.590 -1.093
Cl 3.533 -4.455 4.793
C 2.419 -4.614 3.397
C 1.175 -5.373 3.769
Cl 1.516 -7.098 4.111
H 2.964 -5.102 2.595
H 2.154 -3.608 3.077
H 0.473 -5.341 2.943
H 0.697 -4.949 4.648
Cl 1.834 -0.567 7.524
C 2.769 -2.083 7.565
C 3.913 -2.028 8.542
Cl 5.198 -0.906 8.023
H 3.108 -2.282 6.553
H 2.079 -2.873 7.856
H 4.366 -3.015 8.623
H 3.578 -1.715 9.528
Cl 6.284 -0.141 -8.888
C 5.581 0.511 -7.381
C 4.421 -0.311 -6.886
Cl 3.000 -0.183 -7.954
H 5.284 1.538 -7.572
H 6.373 0.508 -6.635
H 4.113 0.045 -5.907
H 4.683 -1.363 -6.806
Cl 1.020 4.614 6.486
C -0.353 3.648 7.093
C -0.403 2.271 6.484
Cl -0.813 2.306 4.756
H -1.265 4.203 6.888
H -0.227 3.567 8.172
H -1.169 1.681 6.986
H 0.548 1.756 6.580
Cl 0.022 0.947 -8.155
C -1.699 1.402 -8.216
C -2.251 1.751 -6.858
Cl -2.340 0.331 -5.786
H -2.244 0.574 -8.662
H -1.780 2.267 -8.874
H -3.264 2.136 -6.966
H -1.644 2.502 -6.359
*
```

Löwdin atomic charges, in units of e: -0.25 0.43 -0.26 -0.28 0.33 -0.54 -0.03 -0.04 -0.19 -0.02 -0.07 -0.07 -0.12 -0.59 0.13 0.14 0.13 0.04 -0.06 0.05 0.04 -0.11 -0.11 0.12 0.10 0.05 0.12 0.52 -0.66 -0.67 0.51 0.04 0.08 0.07 0.06 0.53 -0.67 -0.68 0.57 0.06 0.07 0.06 0.06 0.54 -0.64 -0.65 0.51 0.07 0.07 0.07 0.07 0.57 -0.68 -0.67 0.53 0.02 0.07 0.07 0.06 0.52 -0.66 -0.65 0.52 0.07 0.07 0.05 0.07 0.52 -0.67 -0.69 0.56 0.06 0.07 0.07 0.02 0.53 -0.66 -0.65 0.60 0.07 0.07 0.07 0.07

Density functional theory data (ωB97M-V/def2-TZVPD) for 12 unconnected molecules or ions with the total composition CH25O12 at a distorted geometry.

Output
E_LUMO (eV): 2.39
Frontier orbital gap (eV): 7.76
Energy relative to the best compared isomer or geometry (same formula, charge and spin) (kcal/mol): 22.9
Highest occupied orbital energy (eV): -5.37

Structure (ORCA input):
```
! wB97M-V def2-TZVPD RIJCOSX def2/J DEFGRID3
* xyz -1 1
C -0.131 -0.418 -0.012
O -0.867 0.580 -0.616
H 0.774 -0.764 -0.532
H 0.291 -0.083 0.966
H -0.846 -1.228 0.182
O 0.669 1.875 -3.146
H 0.596 2.834 -3.142
H 0.097 1.588 -2.412
O -3.507 1.485 -1.639
H -3.989 0.787 -1.186
H -2.574 1.311 -1.415
O 2.542 -1.660 -2.105
H 1.969 -0.886 -2.007
H 3.248 -1.524 -1.458
O 1.470 2.448 1.682
H 2.303 2.845 1.408
H 1.409 1.630 1.172
O 2.922 -2.569 0.983
H 2.947 -1.656 1.301
H 1.996 -2.719 0.745
O -1.209 3.411 -0.648
H -1.870 3.530 0.040
H -0.935 2.474 -0.556
O 2.199 -0.141 2.839
H 1.334 -0.162 2.406
H 2.201 0.688 3.330
O 0.945 -3.756 -0.974
H 1.594 -3.038 -1.083
H 1.345 -4.509 -1.418
O -2.917 0.710 1.421
H -2.233 0.634 0.719
H -2.444 0.509 2.252
O -1.753 -0.910 -3.208
H -0.839 -1.175 -3.346
H -1.735 -0.415 -2.369
O -1.877 -0.609 3.612
H -2.202 -0.399 4.495
H -0.925 -0.718 3.720
*
```

Löwdin atomic charges, in units of e: -0.29 -0.40 0.04 0.03 0.09 -0.08 0.03 0.00 -0.08 0.03 -0.02 -0.06 0.03 0.04 -0.05 0.04 0.01 -0.06 0.01 0.01 -0.09 0.03 -0.02 -0.07 -0.01 0.04 -0.07 -0.02 0.04 -0.11 -0.02 -0.02 -0.08 0.02 -0.01 -0.04 0.06 0.05

Density functional theory data (ωB97M-V/def2-TZVPD) for a molecular structure, C25H52N9NaO7P2 at a distorted geometry.

Output
E_LUMO (eV): 0.06
Frontier orbital gap (eV): 7.88
Highest occupied orbital energy (eV): -7.82

Structure (ORCA input):
```
! wB97M-V def2-TZVPD RIJCOSX def2/J DEFGRID3
* xyz 0 1
Na 0.173 -0.851 -0.504
C -1.709 -3.585 1.232
C -1.267 -3.840 -0.207
N 0.090 -3.401 -0.480
C 0.566 -3.751 -1.818
C 1.242 -2.573 -2.522
N 0.265 -1.523 -2.792
C -0.564 -1.783 -3.964
C -1.856 -0.977 -4.005
C -2.936 -1.409 -3.019
N -2.536 -1.124 -1.661
C -3.540 -1.301 -0.645
C -3.026 -0.759 0.692
N -1.633 -1.093 0.968
C -1.367 -2.222 1.839
H -1.272 -4.344 1.891
H -2.788 -3.752 1.279
H -1.901 -3.276 -0.892
H -1.419 -4.911 -0.425
H 0.748 -3.716 0.221
H -0.295 -4.067 -2.409
H 1.246 -4.612 -1.798
H 1.747 -2.929 -3.435
H 2.015 -2.174 -1.862
H 0.687 -0.603 -2.866
H -0.815 -2.847 -3.962
H 0.007 -1.610 -4.891
H -2.265 -1.055 -5.016
H -1.624 0.080 -3.843
H -3.120 -2.488 -3.122
H -3.887 -0.914 -3.291
H -2.140 -0.184 -1.620
H -3.793 -2.365 -0.559
H -4.491 -0.782 -0.869
H -3.682 -1.103 1.505
H -3.100 0.331 0.665
H -1.135 -0.273 1.289
H -1.900 -2.136 2.802
H -0.298 -2.191 2.057
C 4.378 -1.483 4.008
N 3.390 -1.977 3.071
C 2.385 -2.839 3.661
P 3.063 -1.110 1.718
O 2.087 -1.805 0.853
O 2.556 0.321 2.293
P 1.649 1.378 1.442
O 1.180 0.782 0.182
N 2.628 2.659 1.173
C 3.049 3.463 2.304
C 2.689 3.321 -0.122
N 0.512 1.729 2.556
C -0.559 2.623 2.130
C 0.360 1.170 3.884
N 4.481 -0.735 0.994
C 5.139 0.558 1.008
C 4.963 -1.625 -0.049
H 4.849 -2.322 4.524
H 3.934 -0.819 4.759
H 5.160 -0.939 3.484
H 2.866 -3.732 4.066
H 1.670 -3.141 2.903
H 1.850 -2.336 4.474
H 3.043 2.873 3.220
H 2.398 4.330 2.449
H 4.071 3.817 2.147
H 2.188 2.712 -0.867
H 3.735 3.485 -0.394
H 2.166 4.277 -0.084
H -0.370 3.008 1.125
H -0.643 3.458 2.831
H -1.513 2.085 2.114
H 1.266 0.658 4.200
H -0.474 0.459 3.923
H 0.148 1.978 4.589
H 4.815 1.152 1.857
H 4.924 1.122 0.095
H 6.219 0.407 1.082
H 4.461 -2.588 0.005
H 6.037 -1.783 0.067
H 4.771 -1.195 -1.036
O -0.352 3.323 -1.056
C -1.182 2.530 -1.522
O -1.039 1.298 -1.706
C -2.533 3.122 -1.938
C -3.545 2.315 -2.452
C -4.772 2.851 -2.808
C -4.957 4.210 -2.637
C -3.979 5.047 -2.134
C -2.762 4.486 -1.785
N -6.266 4.795 -3.008
O -7.093 4.052 -3.491
O -6.400 5.993 -2.881
H -3.361 1.257 -2.572
H -5.569 2.243 -3.208
H -4.177 6.103 -2.024
H -1.962 5.095 -1.386
*
```

Löwdin atomic charges, in units of e: 0.20 -0.16 -0.22 -0.06 -0.19 -0.20 -0.07 -0.21 -0.17 -0.24 -0.08 -0.22 -0.17 -0.07 -0.22 0.11 0.11 0.09 0.12 0.10 0.10 0.12 0.12 0.10 0.12 0.11 0.12 0.11 0.10 0.12 0.11 0.05 0.11 0.12 0.12 0.12 0.08 0.12 0.09 -0.10 -0.30 -0.09 0.48 -0.25 -0.27 0.49 -0.26 -0.29 -0.10 -0.09 -0.29 -0.07 -0.09 -0.29 -0.09 -0.09 0.09 0.09 0.07 0.09 0.06 0.09 0.08 0.09 0.09 0.07 0.08 0.09 0.07 0.09 0.09 0.07 0.08 0.09 0.07 0.09 0.09 0.08 0.09 0.09 -0.02 -0.62 -0.04 -0.10 0.00 0.01 -0.15 0.00 0.00 -0.36 0.07 0.07 0.09 0.12 0.12 0.11

In order of appearance, energy = -233792.208 -26014.514 -77511.092 eV.